The following is a quantum chemistry calculation of C5H9O5 in the gas phase, from the Open Molecules 2025 dataset.

Calculated values
* E_LUMO (spin up / spin down): 0.1 / -2.1 eV
* highest occupied orbital energy (spin up / spin down): -9.25 / -9.05 eV
* orbital gap (spin up / spin down): 0.343 / 0.256 Eh
* <S²>: 0.769
* energy above the lowest of the compared OMol25 structures with the same formula, charge and spin: 51.44 kcal/mol
* spin multiplicity: 2
* E: -15561.4011 eV

```
19
C5H9O5 (the ωB97M-V functional and the def2-TZVPD basis)
C 0.212 0.231 -1.609
C 0.060 0.932 -0.250
O -0.256 2.100 0.021
O -1.749 0.456 1.749
C 1.498 0.618 0.602
O 1.598 -0.753 0.640
O 2.965 -1.095 0.154
C -1.212 -0.086 0.619
C -2.309 -0.745 -0.162
O -3.453 -0.379 0.140
H -2.694 0.270 1.516
H 0.475 -0.796 -1.404
H -0.682 0.262 -2.207
H 0.974 0.738 -2.198
H 2.308 1.057 -0.011
H 1.376 0.996 1.628
H 3.306 -1.596 0.913
H -0.419 -0.767 0.824
H -1.997 -1.442 -0.967
```

And the Mulliken charges, in e, turn out to be:
1 C -1.5772
2 C 1.0683
3 O -0.5882
4 O -0.5693
5 C -0.5814
6 O -0.2754
7 O -0.3745
8 C -0.2558
9 C 0.2375
10 O -0.5647
11 H 0.3762
12 H 0.4154
13 H 0.4441
14 H 0.3708
15 H 0.4083
16 H 0.3429
17 H 0.3209
18 H 0.4141
19 H 0.3880

The following is a quantum chemistry calculation of C5H9O5 in the gas phase, from the Open Molecules 2025 dataset.

Calculated values
* E_LUMO (spin up / spin down): 0.8 / -0.3 eV
* highest occupied orbital energy (spin up / spin down): -8.71 / -9.79 eV
* orbital gap (spin up / spin down): 0.351 / 0.348 Eh
* <S²>: 0.754
* energy above the lowest of the compared OMol25 structures with the same formula, charge and spin: 76.23 kcal/mol
* spin multiplicity: 2
* E: -15560.3261 eV

```
19
C5H9O5 (the ωB97M-V functional and the def2-TZVPD basis)
H 2.810 1.572 -1.841
O 2.946 1.448 -0.857
C 1.620 1.501 -0.391
C 1.153 0.547 0.596
C -0.218 0.104 0.352
C -1.241 0.535 1.405
C -0.379 -1.400 0.022
O -1.376 -1.491 -0.976
O -1.761 -2.937 -1.003
H -2.366 -2.914 -1.770
O -0.509 0.839 -0.881
O 0.785 1.124 -1.505
H 1.275 2.524 -0.134
H 1.752 0.360 1.487
H -1.040 0.028 2.357
H -1.147 1.619 1.571
H -2.245 0.294 1.035
H 0.576 -1.773 -0.392
H -0.633 -1.980 0.925
```

And the Mulliken charges, in e, turn out to be:
1 H 0.3483
2 O -0.5197
3 C 0.6705
4 C -1.5735
5 C 1.7826
6 C -1.5664
7 C -0.6677
8 O -0.1898
9 O -0.3882
10 H 0.3175
11 O -0.3072
12 O -0.3386
13 H 0.2132
14 H 0.4295
15 H 0.3712
16 H 0.3537
17 H 0.3861
18 H 0.3736
19 H 0.3048

The following is a quantum chemistry calculation of a 2-piece molecular cluster, C5H9OP overall, from the Open Molecules 2025 dataset.

Calculated values
* E_LUMO (spin up / spin down): -1.6 / -0.1 eV
* highest occupied orbital energy (spin up / spin down): -9.08 / -8.75 eV
* orbital gap (spin up / spin down): 0.276 / 0.318 Eh
* energy above the lowest of the compared OMol25 structures with the same formula, charge and spin: 121.30 kcal/mol
* E: -16661.6298 eV

```
16
C5H9OP (the ωB97M-V functional and the def2-TZVPD basis)
C -0.242 -2.804 -0.739
C 0.074 -1.792 -0.096
C 2.568 0.655 -0.014
C -3.430 0.628 0.077
C 1.073 0.953 -0.262
O 0.364 -0.349 2.082
P -0.083 -0.189 0.652
H -0.487 -3.698 -1.238
H 2.887 0.735 1.077
H 2.770 -0.329 -0.163
H 3.310 1.230 -0.497
H -2.717 1.043 0.706
H -3.795 1.317 -0.598
H -3.964 -0.208 0.139
H 0.920 0.935 -1.273
H 0.753 1.872 0.145
```

And the Mulliken charges, in e, turn out to be:
1 C 0.1528
2 C -0.5980
3 C -1.2190
4 C -1.0074
5 C -0.5025
6 O -0.5774
7 P 0.4907
8 H 0.4187
9 H 0.2989
10 H 0.3853
11 H 0.3812
12 H 0.3871
13 H 0.3089
14 H 0.3216
15 H 0.4327
16 H 0.3263

The following is a quantum chemistry calculation of C5H9P in the gas phase, from the Open Molecules 2025 dataset.

Calculated values
* E_LUMO: 0.5 eV
* highest occupied orbital energy: -8.99 eV
* orbital gap: 0.350 Eh
* energy above the lowest of the compared OMol25 structures with the same formula, charge and spin: 30.07 kcal/mol
* SMILES: [H]/P=C(\C)C(=C)C
* E: -14617.0155 eV

```
15
C5H9P (the ωB97M-V functional and the def2-TZVPD basis)
H 3.074 -1.062 -0.507
P 2.338 0.004 -1.060
C 0.869 -0.560 -0.523
C 0.468 -1.715 0.410
C -0.316 0.322 -0.817
C -1.279 -0.026 -1.694
C -0.341 1.503 0.005
H 0.153 -2.577 -0.297
H 1.328 -1.993 1.003
H -0.443 -1.347 0.869
H -2.199 0.620 -1.743
H -1.090 -0.737 -2.364
H 0.446 2.198 -0.115
H -0.346 1.398 1.117
H -1.414 1.834 -0.048
```

And the Mulliken charges, in e, turn out to be:
1 H -0.0288
2 P -0.0930
3 C 0.4582
4 C -1.0403
5 C 0.2011
6 C -0.9740
7 C -1.0861
8 H 0.2492
9 H 0.4009
10 H 0.3422
11 H 0.2193
12 H 0.4138
13 H 0.3450
14 H 0.2793
15 H 0.3131

The following is a quantum chemistry calculation of C5H9P in the gas phase, from the Open Molecules 2025 dataset.

Calculated values
* E_LUMO: 1.2 eV
* highest occupied orbital energy: -9.09 eV
* orbital gap: 0.376 Eh
* energy above the lowest of the compared OMol25 structures with the same formula, charge and spin: 28.97 kcal/mol
* SMILES: C=CCPC=C
* E: -14617.0634 eV

```
15
C5H9P (the ωB97M-V functional and the def2-TZVPD basis)
C -1.270 -0.446 -2.148
C -0.534 -1.109 -1.262
C -0.726 -1.064 0.277
P 1.061 -0.946 0.981
C 1.368 0.876 0.621
C 1.250 1.886 1.515
H -2.258 0.048 -1.912
H -0.968 -0.484 -3.180
H 0.220 -1.786 -1.655
H -1.124 -0.161 0.659
H -1.148 -1.877 0.709
H 0.406 -0.670 2.241
H 1.524 1.169 -0.408
H 0.724 1.719 2.414
H 1.475 2.843 1.147
```

And the Mulliken charges, in e, turn out to be:
1 C -0.7052
2 C -0.1857
3 C -0.7785
4 P -0.0021
5 C -0.2770
6 C -0.6306
7 H 0.2347
8 H 0.2647
9 H 0.3452
10 H 0.3609
11 H 0.4787
12 H -0.0054
13 H 0.3462
14 H 0.2634
15 H 0.2905

The following is a quantum chemistry calculation of C5H9P in the gas phase, from the Open Molecules 2025 dataset.

Calculated values
* E_LUMO: 0.9 eV
* highest occupied orbital energy: -7.53 eV
* orbital gap: 0.310 Eh
* energy above the lowest of the compared OMol25 structures with the same formula, charge and spin: 87.14 kcal/mol
* SMILES: C=[P@]1(C)[C@@H]2C[C@@H]21
* E: -14614.5408 eV

```
15
C5H9P (the ωB97M-V functional and the def2-TZVPD basis)
C -1.054 1.667 0.029
P -0.393 0.154 0.197
C -0.683 -0.384 1.858
C 1.264 0.125 -0.453
C 0.956 -0.394 -1.835
C 0.029 -1.239 -0.895
H -2.070 2.020 0.308
H -0.616 2.270 -0.767
H -1.722 -0.790 2.036
H 0.046 -0.822 2.386
H -0.651 0.671 2.287
H 2.074 -0.384 0.147
H 0.525 0.330 -2.408
H 1.752 -0.981 -2.372
H 0.542 -2.241 -0.517
```

And the Mulliken charges, in e, turn out to be:
1 C -1.0452
2 P 0.7406
3 C -1.0985
4 C -0.3987
5 C -0.4646
6 C -0.3373
7 H 0.2424
8 H 0.2443
9 H 0.3004
10 H 0.4612
11 H 0.3429
12 H 0.2702
13 H 0.2357
14 H 0.2584
15 H 0.2480

The following is a quantum chemistry calculation of C5O5RuS4 as an isolated structure, from the Open Molecules 2025 dataset.

Calculated values
* E_LUMO (spin up / spin down): -3.5 / -3.5 eV
* highest occupied orbital energy (spin up / spin down): -9.09 / -9.09 eV
* orbital gap (spin up / spin down): 0.205 / 0.205 Eh
* E: -61342.9873 eV

```
15
C5O5RuS4 (the ωB97M-V functional and the def2-TZVPD basis)
Ru 0.479 -1.702 0.029
S 0.647 -3.183 1.700
S 1.400 -4.936 1.108
S 1.745 -4.873 -0.873
S 1.217 -3.079 -1.575
O -1.247 4.190 -0.083
C -0.916 3.046 -0.062
C 0.515 2.508 0.170
O 1.497 3.170 0.362
C 0.358 1.044 0.095
C -0.923 0.666 -0.140
O -1.186 -0.618 -0.227
C -1.836 1.820 -0.262
O -3.017 1.848 -0.467
O 1.268 0.099 0.224
```

And the Mulliken charges, in e, turn out to be:
1 Ru 0.3174
2 S 0.0570
3 S 0.1036
4 S 0.1038
5 S 0.0569
6 O -0.4933
7 C 0.5249
8 C -0.0618
9 O -0.5298
10 C 1.0388
11 C 1.1620
12 O -0.8561
13 C -0.0557
14 O -0.5253
15 O -0.8422

The following is a quantum chemistry calculation of C5O5Te4V as an isolated structure, from the Open Molecules 2025 dataset.

Calculated values
* E_LUMO (spin up / spin down): 1.6 / 1.6 eV
* highest occupied orbital energy (spin up / spin down): -4.85 / -4.84 eV
* orbital gap (spin up / spin down): 0.238 / 0.237 Eh
* energy above the lowest of the compared OMol25 structures with the same formula, charge and spin: 0.00 kcal/mol
* charge: -1
* E: -70285.3484 eV

```
15
C5O5Te4V (the ωB97M-V functional and the def2-TZVPD basis)
V 0.012 0.015 0.002
Te 1.890 0.341 -1.667
Te 2.823 2.889 -1.348
Te 2.896 2.820 1.342
Te 0.346 1.895 1.665
O -4.101 -4.102 0.000
C -3.254 -3.256 -0.002
C -1.859 -3.361 0.605
O -1.397 -4.319 1.175
C -1.213 -2.069 0.350
C -2.072 -1.211 -0.346
O -1.754 0.023 -0.702
C -3.355 -1.865 -0.621
O -4.319 -1.400 -1.179
O 0.014 -1.744 0.722
```

And the Mulliken charges, in e, turn out to be:
1 V 0.3593
2 Te -0.0197
3 Te -0.1356
4 Te -0.1348
5 Te -0.0183
6 O -0.5496
7 C 0.5021
8 C -0.0182
9 O -0.5941
10 C 0.9573
11 C 0.9535
12 O -0.8449
13 C -0.0190
14 O -0.5935
15 O -0.8445

The following is a quantum chemistry calculation of a 13-piece molecular cluster, C60H116F6O39 overall, from the Open Molecules 2025 dataset.

Calculated values
* E_LUMO: 0.3 eV
* highest occupied orbital energy: -9.20 eV
* orbital gap: 0.350 Eh
* energy above the lowest of the compared OMol25 structures with the same formula, charge and spin: 0.00 kcal/mol
* E: -160244.9640 eV

```
221
C60H116F6O39 (the ωB97M-V functional and the def2-TZVPD basis)
C -3.768 -4.734 3.834
O -2.694 -4.006 4.488
C -1.715 -3.564 3.571
C -0.905 -4.610 2.844
O -0.067 -5.388 3.680
C 0.814 -6.132 2.902
C 1.867 -6.720 3.788
O 2.690 -7.653 3.062
C 4.036 -7.458 3.264
H -4.391 -4.922 4.675
H -3.481 -5.717 3.385
H -4.260 -4.036 3.196
H -1.002 -2.868 4.067
H -2.219 -3.129 2.689
H -0.300 -4.018 2.165
H -1.612 -5.223 2.337
H 1.352 -5.477 2.175
H 0.311 -6.889 2.356
H 1.424 -7.233 4.679
H 2.503 -5.883 4.146
H 4.285 -6.483 2.872
H 4.700 -8.240 2.833
H 4.364 -7.342 4.292
C 4.677 2.361 4.551
O 3.525 1.602 4.860
C 2.940 2.015 6.135
C 1.973 1.041 6.716
O 0.789 1.015 5.974
C -0.145 0.060 6.520
C -1.363 -0.094 5.547
O -2.138 1.060 5.628
C -3.277 1.019 4.838
H 4.980 1.998 3.586
H 5.519 2.319 5.270
H 4.511 3.442 4.337
H 2.495 3.006 6.050
H 3.761 2.122 6.931
H 1.785 1.311 7.765
H 2.518 0.089 6.769
H -0.564 0.484 7.455
H 0.289 -0.918 6.759
H -2.020 -0.864 5.885
H -1.074 -0.328 4.485
H -3.699 2.022 4.801
H -3.990 0.250 5.258
H -3.050 0.720 3.825
C -3.211 -6.038 -1.570
O -4.318 -5.600 -2.222
C -5.598 -6.019 -1.621
C -6.722 -5.607 -2.557
O -6.792 -6.502 -3.626
C -5.829 -6.372 -4.683
C -5.705 -4.949 -5.152
O -6.959 -4.402 -5.483
C -7.706 -5.226 -6.351
H -2.951 -7.090 -1.832
H -3.231 -5.822 -0.520
H -2.354 -5.549 -2.093
H -5.718 -5.489 -0.685
H -5.648 -7.172 -1.560
H -6.595 -4.567 -2.859
H -7.659 -5.669 -2.047
H -6.171 -7.016 -5.474
H -4.769 -6.615 -4.312
H -5.123 -4.848 -6.063
H -5.229 -4.277 -4.392
H -8.122 -6.076 -5.743
H -7.126 -5.693 -7.164
H -8.581 -4.603 -6.688
C 1.956 8.847 3.796
O 0.693 8.550 3.247
C 0.690 7.237 2.733
C 1.438 7.091 1.448
O 2.715 6.602 1.739
C 3.431 6.226 0.637
C 3.226 4.803 0.147
O 3.704 3.912 1.176
C 3.362 2.569 0.947
H 2.241 8.194 4.690
H 1.876 9.913 4.067
H 2.768 8.716 3.066
H -0.307 6.948 2.609
H 1.083 6.509 3.508
H 1.524 8.063 1.014
H 0.910 6.378 0.766
H 4.512 6.233 0.936
H 3.391 6.918 -0.236
H 3.895 4.616 -0.685
H 2.176 4.561 -0.011
H 3.717 2.020 1.760
H 3.831 2.239 0.013
H 2.285 2.487 0.945
C 0.018 4.405 -4.392
O 0.891 3.445 -5.067
C 1.782 4.015 -6.026
C 3.084 4.608 -5.502
O 2.905 6.035 -5.308
C 3.779 6.755 -4.445
C 3.676 6.387 -3.000
O 2.353 6.413 -2.448
C 1.815 7.710 -2.569
H -0.792 3.818 -3.916
H -0.532 5.101 -5.126
H 0.556 5.026 -3.656
H 1.094 4.681 -6.613
H 2.042 3.167 -6.682
H 3.929 4.454 -6.264
H 3.325 4.089 -4.562
H 3.621 7.789 -4.645
H 4.793 6.577 -4.802
H 4.312 7.009 -2.397
H 3.984 5.388 -2.758
H 1.730 7.930 -3.619
H 2.606 8.367 -2.084
H 0.826 7.714 -2.045
C -2.420 1.639 0.177
O -3.786 1.816 -0.042
C -4.000 2.829 -1.002
C -5.458 2.857 -1.350
O -5.868 1.498 -1.766
C -7.162 1.516 -2.252
C -7.476 0.351 -3.141
O -7.816 -0.816 -2.400
C -7.693 -1.992 -3.189
H -2.000 1.142 -0.673
H -2.368 0.908 1.006
H -1.932 2.580 0.545
H -3.391 2.614 -1.934
H -3.643 3.848 -0.691
H -5.707 3.597 -2.136
H -6.111 3.036 -0.505
H -7.387 2.462 -2.784
H -7.765 1.431 -1.386
H -6.679 0.234 -3.821
H -8.348 0.638 -3.746
H -6.621 -2.172 -3.401
H -8.236 -1.846 -4.103
H -8.134 -2.771 -2.518
C 6.714 4.557 -0.790
O 6.512 3.236 -1.270
C 6.836 2.209 -0.330
C 6.583 0.889 -0.959
O 5.195 0.730 -1.252
C 4.965 -0.666 -1.585
C 3.489 -1.024 -1.481
O 2.549 -0.679 -2.507
C 2.359 0.683 -2.861
H 7.731 4.981 -0.941
H 6.508 4.618 0.307
H 6.006 5.232 -1.349
H 6.211 2.444 0.503
H 7.907 2.364 -0.222
H 6.865 0.076 -0.169
H 7.283 0.826 -1.865
H 5.420 -1.276 -0.726
H 5.342 -0.900 -2.572
H 3.096 -0.738 -0.505
H 3.452 -2.113 -1.430
H 1.318 0.896 -2.917
H 2.864 1.081 -3.803
H 2.654 1.374 -1.992
C 3.594 -2.134 -5.543
C 2.228 -1.875 -5.961
O 1.481 -2.488 -4.892
C 2.323 -3.161 -4.033
O 1.926 -3.695 -3.081
O 3.590 -3.101 -4.553
F 1.872 -2.628 -7.040
H 4.051 -1.202 -5.243
H 4.067 -2.478 -6.405
H 1.952 -0.823 -6.008
C -6.369 -0.236 0.846
C -4.996 -0.812 0.512
O -5.307 -2.156 0.286
C -6.613 -2.452 0.658
O -7.126 -3.541 0.615
O -7.171 -1.331 1.033
F -4.085 -0.612 1.566
H -6.829 0.265 0.079
H -6.291 0.388 1.700
H -4.529 -0.419 -0.379
C 2.498 -6.750 -0.760
C 1.066 -6.590 -1.286
O 0.733 -5.255 -0.998
C 1.724 -4.625 -0.267
O 1.698 -3.470 0.090
O 2.658 -5.526 0.045
F 0.212 -7.425 -0.687
H 3.193 -6.697 -1.571
H 2.527 -7.659 -0.153
H 0.853 -6.772 -2.310
C -1.179 -2.604 -0.075
C -0.675 -1.771 -1.273
O 0.020 -0.667 -0.612
C 0.083 -0.742 0.712
O 0.712 0.028 1.353
O -0.532 -1.918 1.091
F -1.619 -1.162 -2.060
H -0.756 -3.597 -0.220
H -2.290 -2.576 0.026
H 0.054 -2.328 -1.889
C 0.808 3.232 3.651
C -0.325 3.740 4.510
O -1.239 4.125 3.576
C -0.674 4.375 2.362
O -1.144 5.032 1.443
O 0.538 3.834 2.394
F -0.012 4.935 5.227
H 0.671 2.147 3.539
H 1.791 3.455 4.055
H -0.745 3.071 5.192
C 3.034 -1.561 3.441
C 4.210 -0.792 2.963
O 4.852 -1.689 2.110
C 4.409 -2.910 2.308
O 4.696 -3.927 1.799
O 3.390 -2.903 3.308
F 5.047 -0.481 3.971
H 2.111 -1.368 2.815
H 2.906 -1.333 4.475
H 3.900 0.092 2.445
```

Atom charges from the Mulliken analysis, given in e for atoms 1 to 99:
1 C -0.5739
2 O -0.5417
3 C 0.3702
4 C 0.0133
5 O -0.4914
6 C 0.4958
7 C -0.5630
8 O -0.3702
9 C -0.5691
10 H 0.3681
11 H 0.2168
12 H 0.1811
13 H 0.0867
14 H -0.0924
15 H 0.0053
16 H 0.3021
17 H -0.4485
18 H 0.2684
19 H 0.2753
20 H 0.2788
21 H 0.1153
22 H 0.2701
23 H 0.3854
24 C -0.8788
25 O 0.1102
26 C -0.6808
27 C -0.7219
28 O 0.1852
29 C -1.1478
30 C 0.3393
31 O -0.4204
32 C -0.6389
33 H 0.0187
34 H 0.4210
35 H 0.3417
36 H 0.3220
37 H 0.3722
38 H 0.3750
39 H 0.3158
40 H 0.2994
41 H 0.4274
42 H 0.6563
43 H -0.3468
44 H 0.4027
45 H 0.3271
46 H 0.1000
47 C -1.0621
48 O -0.0168
49 C -0.5178
50 C 0.0527
51 O -0.5017
52 C -0.3379
53 C -0.4708
54 O -0.2913
55 C -0.7558
56 H 0.2952
57 H 0.4207
58 H 0.1681
59 H 0.4908
60 H 0.2592
61 H -0.4205
62 H 0.6102
63 H 0.6314
64 H 0.0579
65 H 0.4803
66 H 0.1160
67 H 0.2614
68 H 0.3118
69 H 0.2373
70 C -0.5644
71 O -0.6086
72 C -0.4921
73 C 0.0237
74 O -0.2630
75 C -0.9426
76 C 0.2040
77 O -0.3413
78 C 1.3294
79 H 0.2015
80 H 0.3145
81 H 0.2001
82 H 0.2750
83 H 0.2641
84 H 0.5469
85 H 0.2184
86 H 0.2126
87 H 0.1699
88 H 0.1192
89 H 0.3275
90 H -1.2644
91 H -0.0403
92 H 0.4102
93 C -0.3196
94 O -0.2863
95 C -0.7382
96 C 0.0201
97 O -0.2967
98 C -1.4578
99 C -0.1989